Entry 1:
{
  "formula": "C11H12F3N6O4ReS",
  "method": "wB97M-V/def2-TZVPD",
  "elements": ["Re", "S", "F", "F", "F", "O", "O", "O", "O", "N", "N", "N", "N", "N", "N", "C", "C", "C", "C", "C", "C", "C", "C", "C", "C", "C", "H", "H", "H", "H", "H", "H", "H", "H", "H", "H", "H", "H"],
  "positions_angstrom": [[-0.781, 0.705, 0.665], [-0.440, 1.026, 3.026], [-2.401, -3.632, 0.418], [-0.620, -4.346, -0.557], [-0.788, -4.443, 1.597], [-1.238, -1.351, 0.805], [0.779, -2.189, 0.397], [-2.171, 4.538, 0.479], [-0.881, 2.716, 0.430], [-3.142, 2.502, 0.409], [-0.201, 0.294, -1.364], [1.983, 1.181, 4.093], [1.951, 0.709, 1.862], [1.268, 0.516, 0.756], [-2.991, 1.125, 0.713], [-1.072, -3.707, 0.526], [-2.007, 3.352, 0.455], [0.682, -0.740, -3.770], [1.560, -0.598, -2.709], [1.315, 0.973, 2.967], [-0.413, -2.293, 0.593], [-1.030, 0.186, -2.392], [1.910, 0.099, -0.317], [-0.633, -0.323, -3.619], [3.347, -0.241, -0.292], [1.095, -0.068, -1.503], [-2.045, 0.523, -2.236], [3.473, -1.277, -0.605], [3.914, 0.391, -0.972], [-4.019, 2.953, 0.646], [3.728, -0.122, 0.716], [1.013, -1.172, -4.702], [-3.370, 0.889, 1.641], [2.587, -0.914, -2.796], [-1.348, -0.403, -4.422], [1.498, 1.423, 4.942], [2.992, 1.157, 4.091], [-3.506, 0.561, 0.028]],
  "lowdin_spin": [0.8912, -0.0634, 0.0002, -0.0001, 0.0001, 0.0271, -0.0005, 0.0028, 0.0603, 0.0027, 0.0029, -0.0103, -0.0196, -0.0238, 0.0026, 0.0000, 0.0060, 0.0102, 0.0076, -0.0156, 0.0066, 0.0139, 0.0670, 0.0044, 0.0105, 0.0071, 0.0006, 0.0031, 0.0041, -0.0003, -0.0001, 0.0003, 0.0005, 0.0005, 0.0000, -0.0005, -0.0002, 0.0018],
  "e_lumo_ev": [-5.91, -5.37],
  "homo_lumo_gap_ha": [0.22298, 0.24782],
  "total_charge": 1,
  "spin_multiplicity": 2,
  "s_squared": 0.781
}

---

Entry 2:
{
  "formula": "C11H12F5NOSn",
  "method": "wB97M-V/def2-TZVPD",
  "elements": ["Sn", "F", "F", "F", "F", "F", "O", "N", "C", "C", "C", "C", "C", "C", "C", "C", "C", "C", "C", "H", "H", "H", "H", "H", "H", "H", "H", "H", "H", "H", "H"],
  "positions_angstrom": [[-5.511, 1.968, -3.630], [4.886, -2.838, 0.678], [5.579, -0.833, 0.182], [1.026, 2.001, -0.518], [-0.294, 1.935, 1.226], [4.157, -1.848, -1.111], [-1.551, 1.181, -0.986], [-4.987, 0.455, -1.924], [2.243, -0.729, 3.060], [3.381, -1.052, 0.975], [-3.505, 0.406, -2.026], [3.275, -1.294, 2.333], [1.310, 0.068, 2.435], [0.422, 1.154, 0.362], [-0.567, 0.312, -0.429], [4.500, -1.646, 0.189], [-2.880, 0.963, -0.733], [1.426, 0.312, 1.076], [2.463, -0.245, 0.344], [-3.162, 1.081, -2.828], [2.563, -0.036, -0.707], [-5.409, -0.296, -1.375], [3.997, -1.927, 2.819], [-1.008, -0.430, 0.228], [-3.167, -0.598, -2.255], [-5.416, 0.324, -2.866], [0.514, 0.511, 3.006], [-3.366, 1.911, -0.506], [-3.072, 0.283, 0.096], [2.177, -0.913, 4.117], [-0.029, -0.178, -1.232]],
  "lowdin_charge": [1.8286, 0.1508, 0.1558, 0.1156, 0.1006, 0.1280, -0.0869, -0.0841, -0.0259, -0.0996, -0.2053, 0.0260, 0.0045, -0.4767, -0.0526, -0.5609, -0.2062, -0.1251, 0.0560, 0.0933, 0.1375, 0.1543, 0.1335, 0.1476, 0.1484, -0.1346, 0.1225, 0.1398, 0.1487, 0.1191, 0.1472],
  "e_lumo_ev": -12.19,
  "homo_lumo_gap_ha": 0.06768,
  "total_charge": 2,
  "spin_multiplicity": 1
}

---

Entry 3:
{
  "formula": "C11H12FNO",
  "method": "wB97M-V/def2-TZVPD",
  "elements": ["F", "O", "N", "C", "C", "C", "C", "C", "C", "C", "C", "C", "C", "C", "H", "H", "H", "H", "H", "H", "H", "H", "H", "H", "H", "H"],
  "positions_angstrom": [[2.876, 1.040, 2.455], [2.839, 2.401, 0.740], [0.974, 1.200, 1.204], [2.184, 1.646, 1.345], [-2.242, 0.018, -2.619], [-0.238, -1.046, -1.807], [-1.306, -1.034, -2.663], [0.457, -0.039, 1.771], [2.096, -1.032, -0.007], [-1.233, 0.805, -0.547], [-0.994, 0.090, 2.309], [-0.182, -0.183, -0.734], [-2.196, 0.917, -1.582], [0.821, -0.424, 0.362], [-3.074, -0.033, -3.277], [2.385, -0.808, -1.026], [0.465, -1.804, -2.025], [-2.803, 1.663, -1.376], [-1.443, 1.088, 1.980], [-1.264, 1.414, 0.311], [1.857, -2.091, -0.019], [-0.953, 0.099, 3.432], [1.057, -0.653, 2.514], [2.986, -0.865, 0.633], [-1.686, -0.739, 2.123], [-1.384, -1.631, -3.495]],
  "lowdin_spin": [0.0132, 0.1032, 0.2769, 0.0673, 0.3048, 0.0930, 0.1518, 0.0490, 0.0215, 0.3357, 0.0044, 0.2998, 0.0121, 0.2143, 0.0173, 0.0015, 0.0018, -0.0083, 0.0004, 0.0157, 0.0097, 0.0003, 0.0067, 0.0011, 0.0012, 0.0055],
  "e_lumo_ev": [0.60, -3.58],
  "homo_lumo_gap_ha": [0.22867, 0.21647],
  "total_charge": 0,
  "spin_multiplicity": 3,
  "s_squared": 2.029
}

---

Entry 4:
{
  "formula": "C11H12IN2O",
  "method": "wB97M-V/def2-TZVPD",
  "elements": ["I", "O", "N", "N", "C", "C", "C", "C", "C", "C", "C", "C", "C", "C", "C", "H", "H", "H", "H", "H", "H", "H", "H", "H", "H", "H", "H"],
  "positions_angstrom": [[-3.607, 0.312, -0.178], [-0.628, 3.811, 0.426], [-1.055, -0.685, 0.766], [-0.318, 0.369, 1.329], [1.688, 1.521, -1.021], [2.617, 0.611, -0.652], [0.227, -0.077, 2.485], [-0.838, 2.769, 1.220], [-0.890, -1.834, 1.494], [0.694, 2.157, -0.256], [-0.151, -1.407, 2.603], [-1.704, -1.837, -1.375], [-1.575, -0.536, -0.665], [0.357, 3.508, -0.472], [-0.109, 1.697, 0.769], [1.477, 1.828, -2.090], [-0.758, -2.369, -1.406], [-2.217, -1.693, -2.321], [-0.068, -2.073, 3.364], [-1.593, 2.855, 1.992], [0.791, 0.555, 3.190], [3.200, 0.270, -1.461], [0.919, 4.119, -1.054], [2.681, 0.464, 0.437], [-2.301, -2.450, -0.727], [-1.063, 0.179, -1.220], [-1.433, -2.804, 1.346]],
  "lowdin_charge": [0.8218, 0.0667, -0.0817, 0.0393, -0.1485, 0.0684, 0.0330, -0.0332, 0.0261, -0.2194, -0.0095, -0.1315, -0.5788, 0.0385, -0.1576, 0.1408, 0.0988, 0.0970, 0.0837, 0.1516, 0.1652, 0.0523, 0.1160, 0.0773, 0.0543, 0.0585, 0.1708],
  "e_lumo_ev": -3.92,
  "homo_lumo_gap_ha": 0.30258,
  "total_charge": 1,
  "spin_multiplicity": 1
}

---

Entry 5:
{
  "formula": "C11H12IN2S",
  "method": "wB97M-V/def2-TZVPD",
  "elements": ["I", "S", "N", "N", "C", "C", "C", "C", "C", "C", "C", "C", "C", "C", "C", "H", "H", "H", "H", "H", "H", "H", "H", "H", "H", "H", "H"],
  "positions_angstrom": [[2.008, 2.729, 1.867], [-1.504, 2.206, -0.387], [-0.455, 0.024, 0.469], [-0.033, 0.101, -1.715], [1.387, -2.026, -1.730], [0.653, -1.031, -1.188], [-1.000, 0.487, 1.560], [0.920, -1.893, 1.091], [-0.099, 0.412, -3.129], [1.699, -2.906, 0.535], [1.892, -2.962, -0.858], [-2.298, 2.535, 2.264], [-0.674, 0.721, -0.735], [0.335, -1.046, 0.205], [-1.330, 1.861, 1.399], [2.642, -3.730, -1.213], [-2.428, 3.553, 2.022], [0.833, -1.918, 2.190], [-0.816, 1.277, -3.266], [-3.251, 1.984, 2.026], [-0.700, 0.179, 2.494], [0.921, 0.707, -3.526], [0.098, 2.239, 1.707], [-1.991, 2.429, 3.271], [-0.652, -0.356, -3.778], [2.149, -3.533, 1.292], [1.694, -2.043, -2.865]],
  "lowdin_charge": [0.1859, 1.1476, -0.0059, -0.0326, -0.0147, -0.1147, -0.0629, 0.0154, 0.0013, -0.0361, -0.0544, -0.0796, -0.4092, -0.1454, -0.6169, 0.1411, 0.0775, 0.1404, 0.1054, 0.1250, 0.1425, 0.1310, -0.1571, 0.0922, 0.1346, 0.1182, 0.1715],
  "e_lumo_ev": [-4.86, -4.86],
  "homo_lumo_gap_ha": [0.25889, 0.25893],
  "total_charge": 1,
  "spin_multiplicity": 1
}

---

Entry 6:
{
  "formula": "C11H12INO",
  "method": "wB97M-V/def2-TZVPD",
  "elements": ["I", "O", "N", "C", "C", "C", "C", "C", "C", "C", "C", "C", "C", "C", "H", "H", "H", "H", "H", "H", "H", "H", "H", "H", "H", "H"],
  "positions_angstrom": [[5.744, 0.368, -0.023], [-0.194, -1.374, -0.361], [0.420, 1.177, -0.117], [1.093, -1.033, -0.176], [3.387, -1.654, -0.150], [3.714, -0.260, 0.093], [0.383, 2.565, -0.127], [2.754, 0.696, 0.231], [-3.324, -1.624, 0.385], [-1.188, -0.622, -0.244], [-2.429, -0.363, -0.094], [2.081, -2.028, -0.110], [1.389, 0.361, 0.056], [-3.121, 0.839, -0.147], [-3.272, 1.214, 0.883], [-4.007, 0.646, -0.637], [1.694, -3.065, -0.405], [0.011, 2.981, -1.088], [-4.317, -1.487, 0.098], [-0.451, 2.872, 0.520], [4.050, -2.402, -0.189], [1.218, 2.950, 0.403], [-2.542, 1.675, -0.713], [3.035, 1.796, 0.269], [-3.392, -1.721, 1.471], [-2.733, -2.507, 0.172]],
  "lowdin_charge": [1.0364, 0.2206, 0.1411, -0.0505, 0.0298, -0.6211, -0.0147, -0.0457, 0.0886, 0.0972, -0.2237, 0.0757, -0.1899, -0.0184, 0.1454, 0.0869, 0.1894, 0.1545, 0.0855, 0.1303, 0.0962, 0.0914, 0.1401, 0.1451, 0.1150, 0.0948],
  "e_lumo_ev": [-10.90, -10.89],
  "homo_lumo_gap_ha": [0.18261, 0.18279],
  "total_charge": 2,
  "spin_multiplicity": 1
}

---

Repeat the third record exactly.
{
  "formula": "C11H12FNO",
  "method": "wB97M-V/def2-TZVPD",
  "elements": ["F", "O", "N", "C", "C", "C", "C", "C", "C", "C", "C", "C", "C", "C", "H", "H", "H", "H", "H", "H", "H", "H", "H", "H", "H", "H"],
  "positions_angstrom": [[2.876, 1.040, 2.455], [2.839, 2.401, 0.740], [0.974, 1.200, 1.204], [2.184, 1.646, 1.345], [-2.242, 0.018, -2.619], [-0.238, -1.046, -1.807], [-1.306, -1.034, -2.663], [0.457, -0.039, 1.771], [2.096, -1.032, -0.007], [-1.233, 0.805, -0.547], [-0.994, 0.090, 2.309], [-0.182, -0.183, -0.734], [-2.196, 0.917, -1.582], [0.821, -0.424, 0.362], [-3.074, -0.033, -3.277], [2.385, -0.808, -1.026], [0.465, -1.804, -2.025], [-2.803, 1.663, -1.376], [-1.443, 1.088, 1.980], [-1.264, 1.414, 0.311], [1.857, -2.091, -0.019], [-0.953, 0.099, 3.432], [1.057, -0.653, 2.514], [2.986, -0.865, 0.633], [-1.686, -0.739, 2.123], [-1.384, -1.631, -3.495]],
  "lowdin_spin": [0.0132, 0.1032, 0.2769, 0.0673, 0.3048, 0.0930, 0.1518, 0.0490, 0.0215, 0.3357, 0.0044, 0.2998, 0.0121, 0.2143, 0.0173, 0.0015, 0.0018, -0.0083, 0.0004, 0.0157, 0.0097, 0.0003, 0.0067, 0.0011, 0.0012, 0.0055],
  "e_lumo_ev": [0.60, -3.58],
  "homo_lumo_gap_ha": [0.22867, 0.21647],
  "total_charge": 0,
  "spin_multiplicity": 3,
  "s_squared": 2.029
}